{"formula": "C19H14IN2O6Ti", "method": "ωB97M-V/def2-TZVPD", "symbols": ["Ti", "O", "C", "O", "C", "C", "C", "C", "C", "N", "C", "O", "O", "H", "H", "H", "H", "N", "C", "C", "O", "O", "H", "H", "H", "H", "I", "C", "C", "C", "C", "C", "C", "C", "C", "C", "C", "H", "H", "H", "H", "H", "H"], "xyz": [[0.144, 0.198, 0.497], [-2.836, -2.178, -1.176], [-1.883, -1.233, -0.947], [-1.161, -1.329, 0.118], [-1.639, -0.179, -1.774], [-2.182, 0.207, -3.045], [-1.690, 1.269, -3.718], [-0.576, 2.027, -3.150], [-0.094, 1.667, -1.949], [-0.600, 0.607, -1.216], [1.045, 2.300, -1.200], [1.680, 3.256, -1.577], [1.253, 1.646, -0.065], [-2.914, -2.660, -0.343], [-2.997, -0.378, -3.453], [-2.097, 1.556, -4.678], [-0.131, 2.862, -3.673], [-1.384, 3.179, 0.763], [-2.604, 2.469, 1.093], [-2.372, 1.023, 1.526], [-3.307, 0.254, 1.568], [-1.138, 0.729, 1.897], [-0.749, 3.221, 1.548], [-1.576, 4.120, 0.446], [-3.242, 2.424, 0.210], [-3.201, 2.923, 1.898], [1.827, 0.223, 3.043], [2.838, -1.476, 2.390], [3.710, -2.069, 3.255], [4.453, -3.195, 2.834], [4.311, -3.651, 1.560], [3.416, -3.030, 0.650], [3.325, -3.498, -0.682], [2.470, -2.894, -1.555], [1.645, -1.834, -1.120], [1.670, -1.323, 0.159], [2.613, -1.928, 1.056], [3.845, -1.679, 4.255], [5.138, -3.673, 3.523], [4.889, -4.499, 1.210], [3.945, -4.333, -0.987], [2.398, -3.239, -2.580], [0.931, -1.434, -1.835]], "atomic_forces_ev_per_a": [[-0.46, -0.60, -0.06], [0.10, 0.04, -0.01], [-0.05, -0.22, 0.18], [0.07, 0.27, -0.03], [0.39, 0.52, -0.38], [-0.15, -0.19, 0.16], [0.37, 0.27, 0.16], [-0.26, -0.20, -0.11], [-0.07, -0.11, 0.18], [-0.09, 0.01, -0.25], [-0.15, -0.14, 0.07], [0.01, 0.06, -0.03], [0.11, 0.37, -0.04], [-0.01, 0.00, 0.01], [0.00, -0.03, 0.03], [-0.02, -0.01, 0.00], [0.02, 0.00, 0.02], [0.02, 0.03, -0.04], [-0.08, -0.04, -0.04], [0.18, -0.13, 0.19], [-0.02, 0.04, 0.05], [-0.07, 0.37, -0.25], [0.02, -0.02, 0.02], [0.02, 0.00, 0.01], [0.00, 0.00, 0.02], [0.00, 0.00, -0.01], [-0.08, 0.03, 0.06], [0.07, -0.11, -0.09], [0.07, -0.08, -0.01], [-0.06, 0.07, 0.00], [-0.01, 0.01, -0.03], [0.10, -0.13, -0.07], [0.00, 0.02, 0.04], [-0.03, 0.04, 0.01], [-0.11, 0.01, -0.05], [0.18, -0.32, 0.27], [0.01, 0.18, 0.01], [-0.02, 0.02, 0.00], [0.00, 0.01, 0.01], [0.00, 0.00, 0.00], [0.01, 0.00, 0.00], [0.01, -0.01, 0.00], [0.01, -0.01, -0.01]], "largest_force_ev_per_a": 0.75, "lumo_energy_ev": [2.4, 2.4], "total_charge": -1, "homo_ev": [-3.0, -3.1], "relative_energy_kcal_mol": 12.5}